[1]
{
  "formula": "C14H18AsBrGaNO",
  "method": "ωB97M-V with the def2-TZVPD basis set",
  "elements": ["Ga", "C", "C", "C", "C", "C", "H", "H", "H", "H", "H", "O", "C", "C", "As", "C", "C", "H", "H", "H", "H", "H", "H", "H", "H", "H", "Br", "C", "C", "C", "C", "N", "C", "H", "H", "H", "H"],
  "positions_angstrom": [[-0.28948, 0.80229, 0.25822], [-0.81773, -0.35791, 3.10927], [0.56101, 0.15348, 2.99485], [0.53162, 1.49038, 2.82566], [-0.89563, 1.94276, 2.79977], [-1.67807, 0.66537, 2.99989], [-1.07502, -1.38475, 3.33096], [1.44884, -0.45573, 3.10359], [1.36940, 2.16796, 2.74263], [-1.14229, 2.72645, 3.52198], [-2.75541, 0.64269, 3.08401], [-1.80210, 3.22998, 0.84676], [-1.23089, 2.36437, 1.38384], [3.32562, 1.90658, -1.01329], [1.85561, 0.67566, -1.13325], [2.71353, -1.02584, -0.78716], [1.44839, 0.71762, -3.02443], [4.04703, 1.58891, -1.76505], [3.77753, 1.87526, -0.02531], [2.99219, 2.91787, -1.23357], [3.21547, -1.36677, -1.69080], [2.01182, -1.78088, -0.44267], [3.45777, -0.86710, -0.00814], [2.16271, 0.08675, -3.55085], [1.56660, 1.74695, -3.35991], [0.43363, 0.39732, -3.24241], [-5.08469, -1.97162, 0.21767], [-3.38640, -1.84390, -0.53152], [-2.92332, -2.77314, -1.45088], [-1.62720, -2.65236, -1.93476], [-0.83410, -1.61879, -1.49436], [-1.29341, -0.69946, -0.62297], [-2.55529, -0.80888, -0.15530], [-3.56628, -3.57698, -1.78550], [-1.23875, -3.36307, -2.65039], [0.18077, -1.50899, -1.84008], [-2.90350, -0.04247, 0.52349]],
  "atomic_forces_ev_per_a": [[0.313, 0.379, -0.132], [0.056, -0.090, 0.041], [-0.039, -0.218, -0.102], [-0.120, 0.184, -0.101], [-0.419, 0.466, 0.430], [0.095, 0.238, 0.111], [0.023, -0.003, -0.093], [-0.005, 0.009, -0.026], [0.029, -0.036, 0.062], [0.023, 0.013, 0.005], [0.022, -0.033, 0.000], [-0.311, 0.583, 0.356], [0.748, -1.295, -0.827], [-0.091, 0.266, 0.197], [-0.052, -0.255, -0.096], [0.043, -0.041, 0.142], [-0.081, 0.113, -0.065], [0.031, -0.015, 0.011], [0.016, -0.015, 0.012], [0.000, 0.017, -0.005], [-0.003, 0.001, -0.018], [-0.010, -0.046, -0.046], [0.012, -0.019, 0.005], [0.005, -0.009, 0.002], [-0.019, -0.002, -0.024], [-0.009, -0.046, -0.012], [-0.145, 0.024, 0.014], [-0.011, 0.019, 0.000], [0.075, -0.068, -0.091], [-0.084, -0.059, -0.049], [-0.030, 0.088, 0.064], [-0.289, -0.120, 0.318], [0.103, 0.000, -0.147], [0.017, -0.018, 0.028], [0.021, 0.004, 0.008], [0.053, -0.003, -0.024], [0.031, -0.011, 0.054]],
  "lowdin_charge": [0.8211, -0.0397, -0.0502, -0.0768, -0.2818, -0.0419, 0.1299, 0.1275, 0.1359, 0.1887, 0.1402, 0.1636, -0.3496, -0.2410, 1.0566, -0.2518, -0.2456, 0.0627, 0.0477, 0.0514, 0.0569, 0.0274, 0.0487, 0.0580, 0.0528, 0.0295, 0.8990, -0.6565, -0.0279, 0.0100, -0.1043, -0.0474, -0.1471, 0.1343, 0.1363, 0.0828, 0.1005],
  "orbital_gap_ev": 8.263,
  "de_lowest_ev": 0.232,
  "energy_ev": -201587.8510,
  "charge": 2,
  "homo_ha": -0.573
}



[2]
{
  "formula": "C14H18B2Br4N2O22",
  "method": "ωB97M-V with the def2-TZVPD basis set",
  "elements": ["N", "H", "H", "H", "H", "N", "H", "H", "H", "H", "O", "C", "O", "B", "O", "C", "O", "O", "C", "O", "C", "O", "O", "O", "C", "O", "B", "O", "C", "O", "O", "C", "O", "C", "O", "O", "O", "C", "O", "O", "H", "O", "C", "O", "O", "H", "Br", "C", "C", "Br", "H", "H", "H", "H", "Br", "C", "C", "Br", "H", "H", "H", "H"],
  "positions_angstrom": [[1.75031, 2.08328, 3.05583], [0.77000, 1.88419, 2.91632], [2.01366, 2.60231, 3.88127], [2.11302, 2.62779, 2.28638], [2.23673, 1.19817, 3.04744], [-0.04509, 0.02163, 0.55504], [-0.77448, -0.67609, 0.59095], [-0.49623, 0.84570, 0.92581], [0.23341, 0.12504, -0.41028], [0.78498, -0.22399, 1.07538], [-1.00963, -6.18804, 1.49339], [-1.32380, -5.01714, 1.49454], [-2.38454, -4.40293, 2.02503], [-2.33030, -2.95877, 1.85009], [-1.08169, -2.69716, 1.09484], [-0.40492, -3.91012, 1.00942], [0.75158, -4.11318, 0.59447], [-2.38568, -2.06204, 3.05489], [-3.50543, -1.41784, 3.06222], [-3.85639, -0.57990, 3.92384], [-4.33306, -1.82542, 1.78158], [-3.56137, -2.63435, 1.05762], [-5.35204, -1.31829, 1.46359], [4.83493, -1.64668, -0.25175], [4.19827, -0.72016, -0.75600], [4.49822, 0.53985, -0.59205], [3.34111, 1.38179, -0.97518], [2.46031, 0.47782, -1.70868], [2.88665, -0.79522, -1.55119], [2.29295, -1.81301, -1.88267], [2.62395, 1.94018, 0.20336], [2.50963, 3.20686, 0.05584], [1.87190, 3.89248, 0.89453], [3.14342, 3.67620, -1.24964], [3.64679, 2.58132, -1.76496], [3.23364, 4.85773, -1.57853], [-2.93012, 3.26961, 1.88966], [-2.10770, 2.18690, 1.81600], [-0.91801, 2.30700, 2.17144], [-2.51645, 1.16154, 1.23003], [-2.33316, 3.95427, 2.20025], [2.69689, -2.28202, 3.65998], [2.40225, -1.09720, 3.24024], [2.70547, -0.15739, 3.99622], [1.97478, -0.89027, 2.10855], [2.95016, -1.77129, 4.43240], [-2.02052, -4.17807, -2.12713], [-1.53941, -3.41867, -3.95660], [-0.29632, -2.50829, -3.78742], [-0.68608, -0.89914, -2.74702], [-2.38666, -2.95154, -4.45867], [-1.23903, -4.24654, -4.59887], [0.02526, -2.11603, -4.75222], [0.63597, -2.90605, -3.38651], [-0.97239, 2.28720, -1.66794], [-1.86792, 2.67094, -3.33899], [-1.60907, 4.20365, -3.56304], [-2.47963, 4.72579, -5.29879], [-2.89818, 2.43486, -3.07269], [-1.47311, 2.08388, -4.16820], [-0.53960, 4.32704, -3.73360], [-1.92822, 4.86779, -2.75983]],
  "atomic_forces_ev_per_a": [[0.947, 0.801, -0.321], [-1.181, 0.536, 0.026], [-0.546, -0.292, 0.453], [-0.577, 0.506, -0.711], [0.657, -1.402, 0.740], [-0.309, -0.011, -1.019], [0.026, -0.783, 0.222], [-0.268, 0.973, 0.426], [-0.018, 0.198, -0.384], [0.699, -0.756, 1.087], [-1.147, 1.143, 0.001], [0.548, -0.189, 0.995], [0.378, -1.531, 0.521], [-0.399, 0.792, -1.036], [1.015, -2.120, 0.211], [3.287, 1.074, -1.943], [-3.991, 1.154, 1.310], [0.931, -1.513, -0.574], [-2.244, 2.816, 2.317], [0.880, -2.646, -2.549], [1.869, 0.895, 0.345], [0.063, 0.292, 0.749], [-1.349, -0.102, -0.321], [-1.505, 1.876, -1.717], [1.569, -2.850, 1.755], [-0.201, 1.811, 0.010], [0.086, -0.668, -0.143], [-0.093, -1.012, -0.100], [-1.533, -1.645, -0.277], [1.413, 2.293, 0.326], [0.731, -1.401, -0.249], [-3.242, 2.915, 2.902], [2.127, -1.004, -2.311], [0.428, 2.177, 0.675], [0.687, 0.324, -1.188], [-0.093, -2.778, -0.004], [-0.058, 0.110, 0.298], [-0.221, -2.403, -2.239], [1.376, 1.092, 1.166], [-0.792, 0.707, 0.519], [-0.001, 0.350, 0.200], [0.064, -1.888, 0.901], [-0.741, 2.607, -4.202], [0.631, 1.389, 2.364], [-1.054, -0.300, -1.890], [1.349, -1.761, 2.737], [0.038, 0.508, -1.652], [1.475, -0.224, 1.045], [-0.482, 0.492, -0.438], [-0.222, -0.319, -0.398], [-0.011, 0.263, 0.676], [-0.025, -0.283, 0.330], [-0.402, 0.021, -0.242], [-0.578, -0.523, 0.530], [0.348, 0.087, 0.106], [-0.147, 1.724, 0.507], [0.041, -1.475, -0.731], [0.257, -0.040, 0.772], [0.039, 0.117, -0.605], [-0.054, -0.036, 0.313], [-0.177, 0.171, -0.036], [-0.296, -0.264, -0.254]],
  "lowdin_charge": [0.3079, 0.0820, 0.1393, 0.0671, 0.0528, 0.3025, 0.0994, 0.0442, -0.0004, 0.0586, 0.1251, -0.3955, 0.2241, -0.8775, 0.1472, -0.3288, 0.1167, 0.2271, -0.3784, 0.0716, -0.4063, 0.1903, 0.1486, 0.1270, -0.3749, 0.2346, -0.8728, 0.1811, -0.3308, 0.1043, 0.2221, -0.3768, 0.0673, -0.3665, 0.2474, 0.1168, 0.0780, -0.8184, -0.0782, -0.0361, 0.0898, 0.1629, -0.8782, -0.0490, 0.0041, 0.0843, 0.6395, -0.5896, -0.6543, 0.6965, 0.0524, 0.0443, 0.0464, 0.0449, 0.7686, -0.6612, -0.6451, 0.5067, 0.0538, 0.0465, 0.0416, 0.0528],
  "orbital_gap_ev": 7.630,
  "de_lowest_ev": 1.827,
  "energy_ev": -344373.5897,
  "charge": -2,
  "homo_ha": -0.156
}